# 1
Entry from the OMol25 dataset: the molecule C2H2N2O2 at a distorted geometry (wB97M-V/def2-TZVPD).

Results
- calculated total energy (Eh) = -337.2629
- energy above the lowest of the compared OMol25 structures with the same formula, charge and spin (eV) = 4.396
- Kohn-Sham gap (eV) = 8.99
- highest occupied orbital energy (eV) = -8.953

Structure (ORCA input):
```
! RIJCOSX wB97M-V def2-TZVPD def2/J DEFGRID3
* xyz 0 1
C 0.96753 1.57613 -0.84591
C -0.31409 -0.23453 -0.30157
N -0.52912 -2.28268 0.84448
N -0.36210 -1.13649 0.47483
O -0.11919 1.08410 -0.25668
O 1.84137 0.94096 -1.34822
H 0.99344 2.66534 -0.69745
H -1.49239 -2.54716 1.04808
*
```


# 2
Entry from the OMol25 dataset: a cluster of 4 separate species, C8H16Br8 in total at a distorted geometry (wB97M-V/def2-TZVPD).

Results
- calculated total energy (Eh) = -20906.5382
- SMILES = BrCCBr.BrCCBr.BrCCBr.BrCCBr
- energy above the lowest of the compared OMol25 structures with the same formula, charge and spin (eV) = 0.306
- Kohn-Sham gap (eV) = 10.81
- highest occupied orbital energy (eV) = -10.372

Structure (ORCA input):
```
! RIJCOSX wB97M-V def2-TZVPD def2/J DEFGRID3
* xyz 0 1
Br -0.90541 -2.41578 -5.66588
C 1.00018 -2.14696 -5.31883
C 1.34941 -2.53914 -3.88908
Br 3.27205 -2.64430 -3.61940
H 1.19796 -1.08820 -5.46170
H 1.58881 -2.70808 -6.03847
H 0.96973 -3.52468 -3.64031
H 0.92374 -1.78964 -3.23459
Br -0.76777 0.39802 2.32367
C -0.63917 -1.12904 1.10413
C -1.63269 -0.95778 -0.01926
Br -1.14875 -2.16868 -1.44873
H -0.63960 -2.06685 1.65031
H 0.36116 -1.08453 0.66237
H -1.64570 0.05126 -0.41023
H -2.63228 -1.20722 0.33788
Br -2.61214 3.56411 6.33833
C -2.02329 1.77295 6.96790
C -2.28725 0.76813 5.89407
Br -1.63698 -1.00217 6.43183
H -2.68031 1.64386 7.82064
H -0.98805 1.88972 7.25610
H -1.84367 1.04676 4.93902
H -3.32594 0.58919 5.62721
Br 3.47866 2.06344 -4.17742
C 2.83255 1.90731 -2.32273
C 1.38425 2.32392 -2.29216
Br 0.63060 1.92870 -0.51793
H 3.50797 2.52414 -1.74692
H 2.88205 0.84964 -2.08130
H 0.79626 1.76518 -3.01248
H 1.23364 3.38673 -2.45601
*
```


# 3
Entry from the OMol25 dataset: the molecule C3H6N2S at a distorted geometry (wB97M-V/def2-TZVPD).

Results
- calculated total energy (Eh) = -625.5766
- SMILES = N[C@H]1CNC1=S
- energy above the lowest of the compared OMol25 structures with the same formula, charge and spin (eV) = 1.234
- Kohn-Sham gap (eV) = 9.25
- highest occupied orbital energy (eV) = -8.464

Structure (ORCA input):
```
! RIJCOSX wB97M-V def2-TZVPD def2/J DEFGRID3
* xyz 0 1
C -0.18780 0.42737 0.43304
C -0.85389 -0.84966 -0.02727
C 1.14794 -0.31005 0.08415
H 0.48231 2.01499 -0.66981
H -1.04246 2.23853 0.10575
H -0.26664 0.59588 1.51689
H -1.49160 -1.45345 0.61250
H -1.37436 -0.68485 -0.97535
H 0.80907 -2.28309 -0.60135
N -0.38780 1.57794 -0.32346
N 0.45136 -1.43612 -0.15369
S 2.71388 0.16249 -0.00141
*
```


# 4
Entry from the OMol25 dataset: the molecule C23H36N4O2 (wB97M-V/def2-TZVPD).

Results
- calculated total energy (Eh) = -1267.5420
- SMILES = Cc1ccc(C2=NN(CC(=O)NCCN(CC(C)C)CC(C)C)C(=O)CC2)cc1
- energy above the lowest of the compared OMol25 structures with the same formula, charge and spin (eV) = 1.820
- Kohn-Sham gap (eV) = 8.65
- highest occupied orbital energy (eV) = -8.371

Structure (ORCA input):
```
! RIJCOSX wB97M-V def2-TZVPD def2/J DEFGRID3
* xyz 0 1
C -1.30279 6.16866 0.56596
C -0.73853 4.95075 -0.09572
C 0.15248 4.12695 0.58907
C 0.66999 2.99688 -0.00208
C 0.31444 2.64153 -1.30902
C -0.56619 3.47452 -1.99759
C -1.08197 4.60753 -1.39586
H -1.76505 5.23565 -1.95008
H -0.85772 3.25333 -3.01300
C 0.87383 1.42591 -1.89297
N 1.67045 0.74966 -1.15544
N 2.24587 -0.39380 -1.59658
C 1.82360 -1.11146 -2.67857
O 2.35449 -2.15302 -3.00483
C 0.60160 -0.53729 -3.36703
C 0.56654 0.98691 -3.30128
H 1.32988 1.41195 -3.96293
H -0.40565 1.34251 -3.63873
H -0.27700 -0.95084 -2.86124
H 0.58725 -0.89535 -4.39675
C 3.35558 -0.86072 -0.78855
H 3.54820 -1.90025 -1.07161
H 4.25365 -0.27243 -1.00298
C 3.11089 -0.77821 0.72136
O 4.02504 -0.59524 1.49724
N 1.83576 -0.95188 1.09651
H 1.10132 -1.11898 0.42494
C 1.37776 -0.88683 2.46180
H 2.24457 -1.00130 3.11577
H 0.92064 0.09050 2.65599
C 0.36114 -2.00523 2.70029
N -0.68120 -1.98525 1.68403
C -1.66683 -0.93821 1.93371
C -1.54679 0.26683 0.98092
C -2.19384 -0.02774 -0.36838
H -2.02362 0.79874 -1.05563
H -3.26818 -0.16130 -0.25392
H -1.78060 -0.93414 -0.79820
C -2.20046 1.49491 1.61083
H -1.69758 1.77150 2.53488
H -2.14804 2.34059 0.92926
H -3.24681 1.29570 1.83501
H -0.48971 0.48700 0.81421
H -2.68111 -1.34015 1.84421
H -1.56086 -0.57270 2.96387
C -1.22956 -3.30695 1.41050
C -0.49174 -4.11187 0.31831
C 0.93017 -4.53220 0.68386
H 1.59902 -3.67651 0.71210
H 0.95300 -5.04017 1.64621
H 1.30692 -5.22302 -0.06783
C -0.48136 -3.35499 -1.00517
H -1.49568 -3.19280 -1.36523
H 0.00585 -2.39289 -0.87062
H 0.06866 -3.90942 -1.76167
H -1.08132 -5.02779 0.18647
H -2.25694 -3.18246 1.05902
H -1.26933 -3.91765 2.32709
H -0.05515 -1.89914 3.71708
H 0.87924 -2.96004 2.65188
H 1.36560 2.36711 0.52888
H 0.43848 4.38266 1.59913
H -0.49981 6.82266 0.90308
H -1.94293 6.72393 -0.11475
H -1.88754 5.88539 1.44076
*
```


# 5
Entry from the OMol25 dataset: a cluster of 6 separate species, H12O6 in total at a distorted geometry (wB97M-V/def2-TZVPD).

Results
- calculated total energy (Eh) = -458.6116
- energy above the lowest of the compared OMol25 structures with the same formula, charge and spin (eV) = 0.620
- Kohn-Sham gap (alpha / beta) (eV) = 2.37 / 10.34
- highest occupied orbital energy (alpha / beta) (eV) = 0.626 / -7.359

Structure (ORCA input):
```
! RIJCOSX wB97M-V def2-TZVPD def2/J DEFGRID3
* xyz -1 2
O 26.25611 -15.71051 2.21985
H 25.45291 -16.16348 1.96310
H 26.81118 -15.74603 1.44084
O 24.81906 -18.56343 2.42351
H 24.35176 -17.85529 1.98034
H 25.34606 -18.97041 1.73585
O 21.18180 -17.48530 1.85865
H 20.35400 -17.44130 2.33724
H 21.54583 -18.34064 2.08695
O 23.61503 -16.36641 1.22718
H 22.74159 -16.68383 1.45649
H 23.46497 -15.74356 0.51600
O 21.53485 -15.64937 -2.31232
H 22.15392 -15.18587 -1.74827
H 21.32606 -16.45059 -1.83202
O 23.74994 -14.58311 -0.87831
H 24.50884 -14.70146 -1.44954
H 23.89534 -13.73518 -0.45867
*
```


# 6
Entry from the OMol25 dataset: a structure of composition C3H7O2 at a distorted geometry (wB97M-V/def2-TZVPD).

Results
- calculated total energy (Eh) = -268.9309
- energy above the lowest of the compared OMol25 structures with the same formula, charge and spin (eV) = 2.970
- Kohn-Sham gap (eV) = 8.09
- highest occupied orbital energy (eV) = -3.418

Structure (ORCA input):
```
! RIJCOSX wB97M-V def2-TZVPD def2/J DEFGRID3
* xyz -1 1
C -1.55585 1.22893 0.47928
O -0.37883 0.93032 -0.26732
H -1.37258 1.24478 1.71416
H -2.05025 2.21700 0.27703
H -2.09736 0.31604 0.25054
O -0.16370 -1.51077 0.37369
C 0.54510 -0.50560 0.27970
C 1.54860 -0.37813 -0.88175
H 0.97319 0.14109 1.10004
H 2.13587 0.60527 -1.11736
H 1.23461 -0.85237 -1.78556
H 2.28962 -1.09942 -0.55322
*
```